(1)
{
  "formula": "C3H9PS3",
  "method": "wB97M-V/def2-TZVPD",
  "e_above_lowest_kcal_mol": 87.5,
  "gap_ev": 8.4,
  "total_charge": 0,
  "mol_weight_g_mol": 172.3,
  "species": ["C", "C", "C", "P", "S", "S", "S", "H", "H", "H", "H", "H", "H", "H", "H", "H"],
  "positions_angstrom": [[0.619626, -0.109456, 0.199239], [-1.936051, -0.084866, 0.747475], [-0.519825, 0.491262, 0.925000], [-0.397462, 1.806019, 2.056395], [-2.872455, 0.535425, -0.802035], [-2.327965, -1.814096, 1.039029], [4.183384, -0.241164, -0.286434], [1.441418, -0.372736, 0.919731], [1.019227, 0.479328, -0.714130], [0.297538, -1.053445, -0.218894], [-2.604450, 0.502703, 1.472269], [3.073592, 0.487226, -0.423409], [0.768198, 2.215921, 1.483526], [-2.853309, -0.522127, -1.721069], [-1.598857, -2.196007, -0.061486], [4.985031, 0.804473, -0.468314]],
  "forces_ev_per_a": [[1.25, -0.05, -1.03], [-1.60, 1.75, 0.57], [-1.27, 1.29, 1.23], [-1.48, -1.60, -1.37], [0.71, -0.63, -0.42], [1.13, -0.22, -0.74], [0.00, -0.27, 0.04], [-0.63, 0.52, -0.86], [-0.67, -0.60, 1.64], [-0.01, -0.40, -0.24], [1.00, -1.01, -0.67], [0.10, 0.10, -0.02], [1.57, 0.33, 0.02], [0.32, 0.74, 1.21], [-0.53, -0.17, 0.69], [0.12, 0.20, -0.04]]
}


(2)
{
  "formula": "C37H65Br10Cl3FN2O6PS",
  "method": "wB97M-V/def2-TZVPD",
  "gap_ev": 7.9,
  "total_charge": 0,
  "mol_weight_g_mol": 1621.4,
  "species": ["C", "C", "C", "C", "C", "C", "C", "C", "C", "C", "S", "O", "O", "O", "C", "F", "C", "C", "C", "C", "O", "O", "C", "N", "C", "C", "C", "C", "N", "C", "C", "C", "C", "C", "Cl", "C", "C", "Cl", "P", "O", "Cl", "H", "H", "H", "H", "H", "H", "H", "H", "H", "H", "H", "H", "H", "H", "H", "H", "H", "H", "H", "H", "H", "H", "H", "H", "H", "H", "H", "H", "H", "H", "H", "H", "H", "H", "H", "H", "H", "H", "H", "H", "H", "H", "H", "H", "H", "Br", "C", "C", "Br", "H", "H", "H", "H", "Br", "C", "C", "Br", "H", "H", "H", "H", "Br", "C", "C", "Br", "H", "H", "H", "H", "Br", "C", "C", "Br", "H", "H", "H", "H", "Br", "C", "C", "Br", "H", "H", "H", "H"],
  "positions_angstrom": [[6.920634, -0.849548, 1.584770], [7.526331, -0.120310, 0.374941], [7.855094, 1.361528, 0.650651], [6.673848, 2.308801, 0.380291], [6.509967, 2.664100, -1.107309], [5.893739, 4.075281, -1.346945], [4.995717, 4.143771, -2.617072], [3.470619, 4.197288, -2.238530], [2.895961, 2.780059, -2.451188], [2.652862, 2.665172, -3.980868], [2.562375, 0.974683, -4.543048], [1.567802, 0.221144, -3.851023], [3.901867, 0.450467, -4.560868], [1.657928, 2.482381, -1.849845], [1.594640, 2.543666, -0.461388], [1.363314, 3.876298, -0.090237], [2.845846, 2.121967, 0.293291], [3.489694, 0.731936, 0.009830], [2.648464, -0.338298, -0.672684], [3.587265, -1.360073, -1.324073], [4.574943, -1.762791, -0.756325], [3.251498, -1.851586, -2.563605], [0.252445, 1.828481, -0.042264], [-0.908943, 2.679685, -0.293907], [-1.260997, 2.904573, -1.707828], [-1.170080, 1.764575, -2.754205], [-2.451742, 0.858625, -2.877630], [-2.172545, -0.657383, -2.656797], [-3.183413, -1.335881, -1.827931], [-4.546272, -1.285819, -1.892378], [-4.966840, -2.144061, -0.920835], [-3.872495, -2.730075, -0.230892], [-2.778120, -2.172440, -0.857764], [-2.047314, 2.420222, 0.502457], [-2.931543, 0.895129, 0.510684], [-2.541892, 3.390766, 1.271461], [-3.778966, 3.242051, 2.125143], [-1.768249, 4.963592, 1.320410], [0.168179, 1.410560, 1.828383], [1.304045, 0.230394, 2.089809], [0.763125, 3.111094, 2.881617], [6.070404, -0.298784, 2.005836], [7.680163, -1.004936, 2.357575], [6.552146, -1.839976, 1.291479], [6.905774, -0.262562, -0.520167], [8.464886, -0.649734, 0.152773], [8.121049, 1.437821, 1.716154], [8.761036, 1.635755, 0.095826], [6.883189, 3.236514, 0.933472], [5.781484, 1.845975, 0.827337], [7.518652, 2.648559, -1.542332], [5.917253, 1.939228, -1.680505], [6.735221, 4.772946, -1.436042], [5.355146, 4.371352, -0.437990], [5.200583, 3.290358, -3.272544], [5.263473, 5.086407, -3.106246], [3.440529, 4.547003, -1.207193], [2.995363, 4.962555, -2.863047], [3.706938, 2.067460, -2.241237], [3.429340, 3.172166, -4.559549], [1.718861, 3.208550, -4.179621], [2.155389, 1.071576, -5.847874], [2.745675, 2.219377, 1.373602], [3.621769, 2.862347, 0.053731], [3.896840, 0.354273, 0.951432], [4.367652, 0.900262, -0.626926], [2.036851, -0.929582, 0.008101], [1.978552, 0.005200, -1.467030], [3.906733, -1.520517, -3.196241], [0.172290, 0.827918, -0.502182], [-0.610077, 3.715254, -2.066326], [-2.276000, 3.314392, -1.757113], [-0.298907, 1.114259, -2.670424], [-1.069879, 2.262205, -3.729029], [-3.278103, 1.228422, -2.266217], [-2.786383, 0.942439, -3.918969], [-1.190565, -0.896395, -2.246271], [-2.215402, -1.139559, -3.644986], [-5.102303, -0.685817, -2.594158], [-6.012949, -2.394228, -0.677070], [-3.900563, -3.431726, 0.586606], [-1.759792, -2.415385, -0.582009], [-4.632686, 3.143670, 1.441800], [-3.955078, 4.125285, 2.738664], [-3.693239, 2.328494, 2.717548], [0.791838, -0.597268, 2.099225], [-10.638183, -2.986750, 0.547403], [-9.683754, -1.573683, 1.485516], [-9.200115, -0.512518, 0.534050], [-7.627214, -1.112201, -0.454401], [-8.879990, -2.049553, 2.039159], [-10.406525, -1.158332, 2.185232], [-8.873596, 0.370119, 1.081476], [-9.950125, -0.224831, -0.198460], [-13.120184, 0.233974, -0.496916], [-13.440950, -0.326475, -2.330940], [-12.446016, -1.371313, -2.761602], [-10.708957, -0.585417, -3.149836], [-13.414161, 0.567954, -2.945252], [-14.449571, -0.735134, -2.333697], [-12.762671, -1.838877, -3.691959], [-12.283122, -2.137501, -2.009126], [-0.955825, -3.446526, 3.515667], [-0.344182, -5.047266, 2.582378], [0.683286, -4.713651, 1.536909], [-0.151470, -3.933012, -0.040725], [-1.224027, -5.528017, 2.175664], [0.086076, -5.679111, 3.354263], [1.177349, -5.616513, 1.182871], [1.434339, -4.006838, 1.882127], [4.874433, 2.294462, 3.072093], [4.460540, 1.441002, 4.773917], [5.617736, 1.524778, 5.733309], [7.019174, 0.251940, 5.286944], [4.162272, 0.421303, 4.549310], [3.604677, 1.988324, 5.165228], [5.298262, 1.254105, 6.737639], [6.080187, 2.506672, 5.754272], [-0.958325, -7.179480, 5.630267], [-2.185881, -8.379497, 4.712795], [-1.470631, -9.246012, 3.710846], [-1.021959, -8.260107, 2.090678], [-2.957435, -7.760680, 4.265177], [-2.624317, -8.990997, 5.498812], [-2.117730, -10.054914, 3.377756], [-0.543359, -9.661005, 4.092989]],
  "forces_ev_per_a": [[-0.26, -0.09, -0.39], [0.53, -0.41, 0.14], [-0.27, -0.58, 0.34], [0.65, -0.07, -0.16], [-0.02, 0.37, 0.05], [0.46, -0.85, -0.13], [-0.23, 0.91, 1.13], [1.24, -0.11, -0.31], [0.61, 0.63, -1.41], [-0.67, 0.51, 0.23], [0.22, -0.18, -0.23], [-0.63, 0.17, 0.13], [0.41, 0.11, -0.02], [0.49, -0.05, 0.29], [-1.39, -0.08, 0.69], [0.46, -0.01, -0.25], [0.92, -0.52, -0.25], [0.02, 0.43, -0.18], [-0.01, -1.00, -1.07], [0.72, -0.56, 0.62], [-0.41, 0.42, -0.33], [-0.28, 0.67, 0.38], [1.13, 0.45, 1.02], [-0.71, -1.53, -0.50], [0.62, 0.41, -0.91], [-1.09, -0.34, 0.01], [0.81, -0.10, -0.40], [-1.25, 0.09, -0.62], [1.78, 0.87, -0.69], [0.43, -0.34, 0.21], [-1.85, -1.32, 0.99], [-0.12, 0.94, -1.08], [-0.04, -1.26, 1.41], [0.36, 1.00, 0.39], [0.41, 0.05, -0.33], [-0.39, 0.31, 0.48], [0.13, 0.18, -0.62], [-0.29, -0.45, -0.10], [-1.61, -0.53, 0.35], [0.17, 0.59, -0.48], [0.44, -0.61, -0.48], [0.19, -0.07, 0.05], [-0.15, 0.22, 0.01], [0.03, 0.20, 0.01], [-0.05, 0.22, 0.21], [-0.13, 0.15, -0.10], [-0.01, 0.01, -0.18], [-0.29, 0.25, -0.07], [-0.23, -0.07, -0.11], [0.23, 0.30, -0.48], [-0.24, -0.05, -0.12], [0.15, -0.16, 0.31], [-0.24, 0.02, -0.01], [-0.13, 0.05, -0.27], [0.15, 0.27, -0.06], [-0.16, -0.33, -0.36], [-0.46, -0.18, -0.11], [-0.36, -0.34, 0.12], [-0.45, -0.10, 0.57], [0.10, -0.33, 0.12], [-0.04, -0.45, -0.12], [0.10, 0.27, 0.29], [-0.57, 0.15, -0.28], [-0.26, -0.03, 0.03], [-0.15, -0.06, -0.16], [-0.16, -0.09, 0.12], [-0.05, 0.14, 0.23], [0.19, 0.26, 0.19], [0.01, -0.24, -0.08], [0.13, 0.18, 0.02], [-0.04, -0.18, 0.16], [0.12, -0.09, 0.29], [0.07, 0.31, 0.21], [0.18, 0.05, 0.27], [0.20, -0.20, 0.16], [-0.12, 0.09, 0.23], [-0.11, 0.29, 0.17], [0.23, 0.06, 0.20], [0.18, 0.01, -0.01], [1.52, -0.18, -0.49], [0.07, 0.04, -0.07], [-0.29, 0.85, -0.61], [0.02, -0.14, 0.26], [0.19, -0.19, 0.06], [-0.15, 0.19, 0.08], [0.18, 0.20, 0.28], [0.06, -0.10, 0.01], [-0.26, 0.07, -0.03], [0.20, 0.12, -0.24], [-1.35, 0.79, 0.52], [0.03, 0.02, -0.07], [0.01, 0.03, -0.03], [-0.02, -0.04, 0.05], [-0.07, -0.05, 0.08], [0.00, 0.12, 0.01], [-0.11, -0.12, 0.19], [0.12, 0.05, -0.27], [-0.01, -0.05, 0.10], [0.07, -0.04, -0.02], [0.03, -0.04, -0.01], [-0.05, 0.04, 0.01], [-0.02, 0.06, 0.05], [-0.03, 0.03, -0.09], [0.19, 0.37, 0.28], [0.04, -0.10, -0.26], [0.52, -0.31, 0.23], [-0.01, 0.09, -0.04], [0.00, -0.01, -0.03], [-0.03, -0.03, 0.05], [-0.07, -0.06, 0.04], [0.01, -0.09, 0.59], [-0.17, 0.33, -0.06], [0.07, -0.24, 0.10], [0.02, 0.08, -0.02], [0.07, -0.01, 0.02], [0.01, -0.02, 0.03], [-0.06, 0.02, -0.03], [-0.06, 0.01, -0.05], [-0.05, 0.02, -0.04], [0.13, 0.00, 0.23], [-0.13, -0.03, -0.24], [0.03, -0.31, 0.03], [0.03, -0.03, -0.05], [0.01, -0.04, -0.05], [-0.02, 0.02, 0.04], [-0.02, 0.05, 0.05]]
}


(3)
{
  "formula": "C4H5NO",
  "method": "wB97M-V/def2-TZVPD",
  "e_above_lowest_kcal_mol": 26.9,
  "gap_ev": 10.8,
  "total_charge": 0,
  "mol_weight_g_mol": 83.1,
  "species": ["C", "C", "C", "C", "O", "N", "H", "H", "H", "H", "H"],
  "positions_angstrom": [[-2.443395, 0.094377, 0.103958], [-0.984468, 0.047068, 0.148214], [0.215127, -0.072271, 0.191756], [1.626398, -0.452331, 0.269263], [1.989141, -1.434327, 0.889905], [2.482960, 0.357834, -0.411255], [-2.802076, -0.419703, -0.793456], [-2.825581, 1.118911, 0.087835], [-2.858866, -0.418423, 0.976836], [3.444179, 0.060543, -0.479063], [2.156579, 1.118325, -0.983994]],
  "forces_ev_per_a": [[-0.07, 0.00, 0.01], [0.55, -0.08, 0.00], [-0.61, -0.06, 0.01], [0.06, -0.17, 0.07], [-0.07, 0.34, -0.19], [0.07, -0.02, -0.02], [0.04, 0.08, 0.12], [0.12, -0.12, 0.00], [0.05, 0.09, -0.12], [-0.12, 0.08, 0.03], [-0.02, -0.14, 0.10]]
}


What did the first record say?
{
  "formula": "C3H9PS3",
  "method": "wB97M-V/def2-TZVPD",
  "e_above_lowest_kcal_mol": 87.5,
  "gap_ev": 8.4,
  "total_charge": 0,
  "mol_weight_g_mol": 172.3,
  "species": ["C", "C", "C", "P", "S", "S", "S", "H", "H", "H", "H", "H", "H", "H", "H", "H"],
  "positions_angstrom": [[0.619626, -0.109456, 0.199239], [-1.936051, -0.084866, 0.747475], [-0.519825, 0.491262, 0.925000], [-0.397462, 1.806019, 2.056395], [-2.872455, 0.535425, -0.802035], [-2.327965, -1.814096, 1.039029], [4.183384, -0.241164, -0.286434], [1.441418, -0.372736, 0.919731], [1.019227, 0.479328, -0.714130], [0.297538, -1.053445, -0.218894], [-2.604450, 0.502703, 1.472269], [3.073592, 0.487226, -0.423409], [0.768198, 2.215921, 1.483526], [-2.853309, -0.522127, -1.721069], [-1.598857, -2.196007, -0.061486], [4.985031, 0.804473, -0.468314]],
  "forces_ev_per_a": [[1.25, -0.05, -1.03], [-1.60, 1.75, 0.57], [-1.27, 1.29, 1.23], [-1.48, -1.60, -1.37], [0.71, -0.63, -0.42], [1.13, -0.22, -0.74], [0.00, -0.27, 0.04], [-0.63, 0.52, -0.86], [-0.67, -0.60, 1.64], [-0.01, -0.40, -0.24], [1.00, -1.01, -0.67], [0.10, 0.10, -0.02], [1.57, 0.33, 0.02], [0.32, 0.74, 1.21], [-0.53, -0.17, 0.69], [0.12, 0.20, -0.04]]
}


Number 1 is which compound? C3H9PS3


Copy entry 1 word for word.
{
  "formula": "C3H9PS3",
  "method": "wB97M-V/def2-TZVPD",
  "e_above_lowest_kcal_mol": 87.5,
  "gap_ev": 8.4,
  "total_charge": 0,
  "mol_weight_g_mol": 172.3,
  "species": ["C", "C", "C", "P", "S", "S", "S", "H", "H", "H", "H", "H", "H", "H", "H", "H"],
  "positions_angstrom": [[0.619626, -0.109456, 0.199239], [-1.936051, -0.084866, 0.747475], [-0.519825, 0.491262, 0.925000], [-0.397462, 1.806019, 2.056395], [-2.872455, 0.535425, -0.802035], [-2.327965, -1.814096, 1.039029], [4.183384, -0.241164, -0.286434], [1.441418, -0.372736, 0.919731], [1.019227, 0.479328, -0.714130], [0.297538, -1.053445, -0.218894], [-2.604450, 0.502703, 1.472269], [3.073592, 0.487226, -0.423409], [0.768198, 2.215921, 1.483526], [-2.853309, -0.522127, -1.721069], [-1.598857, -2.196007, -0.061486], [4.985031, 0.804473, -0.468314]],
  "forces_ev_per_a": [[1.25, -0.05, -1.03], [-1.60, 1.75, 0.57], [-1.27, 1.29, 1.23], [-1.48, -1.60, -1.37], [0.71, -0.63, -0.42], [1.13, -0.22, -0.74], [0.00, -0.27, 0.04], [-0.63, 0.52, -0.86], [-0.67, -0.60, 1.64], [-0.01, -0.40, -0.24], [1.00, -1.01, -0.67], [0.10, 0.10, -0.02], [1.57, 0.33, 0.02], [0.32, 0.74, 1.21], [-0.53, -0.17, 0.69], [0.12, 0.20, -0.04]]
}